[1]
# CH6N3O

2 unconnected molecules or ions with the total composition CH6N3O (wB97M-V/def2-TZVPD, the Open Molecules 2025 dataset).

Charge: +1
M: 76.1 g/mol
Energy relative to the best compared isomer or geometry (same formula, charge and spin): 110.4 kcal per mole
E: -7639.799 eV
HOMO energy (alpha / beta): -14.962 / -14.963 eV
HOMO-LUMO gap (alpha / beta): 0.2625 / 0.2627 Ha

Each line ends with the Löwdin charge.
Geometry (Å):
C -1.46 0.05 0.01  -0.286
N -1.43 1.28 0.21  0.215
N -0.54 -0.82 -0.36  0.149
N 1.82 0.50 -0.03  0.118
O -0.18 -1.88 0.30  0.165
H -2.41 -0.52 -0.08  0.203
H -2.27 1.84 0.26  0.100
H 2.11 0.47 0.94  0.055
H 2.54 0.15 -0.65  0.052
H 1.53 1.43 -0.30  0.044
H 0.29 -2.50 -0.30  0.186

[2]
# C3H3N3OS

C3H3N3OS in the gas phase (wB97M-V/def2-TZVPD, the Open Molecules 2025 dataset).

M: 129.1 g/mol
Energy relative to the best compared isomer or geometry (same formula, charge and spin): 57.4 kcal per mole
E: -20510.889 eV
HOMO energy: -9.535 eV
Structure (SMILES): Oc1nnncc1S
HOMO-LUMO gap: 0.3518 Ha

Each line ends with the Löwdin charge.
Geometry (Å):
C -0.53 -0.45 0.00  -0.532
C 0.33 -1.54 -0.01  -0.145
C 0.15 0.76 0.00  -0.417
H -2.54 0.66 0.02  -0.144
H -0.08 -2.54 0.01  0.109
H 0.13 2.63 -0.01  0.130
N 1.66 -1.43 0.00  0.013
N 2.22 -0.24 -0.01  -0.025
N 1.47 0.85 0.00  0.078
O -0.54 1.92 0.00  0.064
S -2.28 -0.62 0.00  0.869

[3]
# C13H30IrN9O3S

A molecular structure, C13H30IrN9O3S (wB97M-V/def2-TZVPD, the Open Molecules 2025 dataset).

Charge: +3
M: 584.7 g/mol
Energy relative to the best compared isomer or geometry (same formula, charge and spin): 0.0 kcal per mole
E: -47161.561 eV
HOMO energy (alpha / beta): -17.334 / -19.068 eV
Multiplicity: 6
HOMO-LUMO gap (alpha / beta): 0.3331 / 0.2519 Ha

Each line ends with the Mulliken spin population.
Geometry (Å):
Ir -0.16 -0.14 0.39  2.783
C 3.13 1.16 1.56  0.005
C 2.35 0.40 2.64  -0.009
N 1.40 -0.63 2.15  0.271
C 0.72 -1.28 3.30  -0.029
C -0.49 -2.09 2.88  0.027
N -1.36 -1.33 1.95  0.227
C -2.54 -0.62 2.52  0.023
C -2.27 0.50 3.51  -0.004
C -1.20 1.54 3.17  -0.001
N -0.88 1.72 1.72  0.213
C 0.14 2.79 1.59  -0.033
C 0.78 2.78 0.22  0.029
N 1.24 1.42 -0.16  0.112
C 2.67 1.07 0.12  0.045
H 4.16 0.80 1.55  0.000
H 3.20 2.21 1.87  -0.001
H 1.77 1.08 3.25  0.002
H 3.05 -0.09 3.32  0.010
H 1.91 -1.35 1.64  -0.007
H 0.43 -0.50 4.00  0.002
H 1.43 -1.92 3.83  0.009
H -1.05 -2.41 3.76  0.004
H -0.16 -2.99 2.35  -0.002
H -1.78 -2.01 1.32  -0.009
H -3.19 -1.36 3.01  0.003
H -3.09 -0.24 1.66  -0.006
H -2.03 0.09 4.49  -0.001
H -3.23 1.00 3.65  -0.001
H -0.26 1.29 3.65  -0.001
H -1.50 2.51 3.57  0.010
H -1.72 2.03 1.24  -0.014
H 0.89 2.64 2.36  0.001
H -0.31 3.77 1.78  0.004
H 1.61 3.49 0.17  0.003
H 0.05 3.09 -0.54  -0.003
H 1.16 1.37 -1.18  -0.017
H 3.30 1.73 -0.48  0.002
H 2.81 0.06 -0.27  -0.007
C -3.01 -0.78 -6.37  0.010
C -1.71 -1.04 -5.73  0.070
N -0.79 -1.87 -6.21  0.173
N 0.21 -1.82 -5.37  0.150
C 0.00 -0.98 -4.31  -0.099
S 1.08 -0.73 -3.08  0.662
N -1.25 -0.48 -4.58  0.038
N -1.90 0.43 -3.74  -0.001
H -3.03 -1.26 -7.34  0.000
H -3.17 0.30 -6.50  0.006
H -3.83 -1.18 -5.76  0.009
H 1.05 -2.37 -5.52  -0.009
H -1.85 1.35 -4.16  0.002
H -2.87 0.15 -3.66  0.001
O -0.32 -3.63 -1.27  0.044
N -0.20 -2.60 -0.72  -0.005
O -1.13 -1.68 -0.78  0.160
O 0.81 -2.24 -0.04  0.145

[4]
# H3O2PS2

H3O2PS2 in the gas phase (wB97M-V/def2-TZVPD, the Open Molecules 2025 dataset).

M: 130.1 g/mol
Energy relative to the best compared isomer or geometry (same formula, charge and spin): 1.7 kcal per mole
E: -35104.840 eV
HOMO energy: -8.916 eV
Structure (SMILES): OP(O)(=S)S
HOMO-LUMO gap: 0.3393 Ha

Each line ends with the Löwdin charge.
Geometry (Å):
O 0.14 1.04 0.65  -0.205
O 0.09 0.43 -1.79  -0.272
P -0.32 -0.09 -0.28  -0.103
S -2.24 -0.76 -0.04  0.132
S 1.18 -1.49 -0.01  0.532
H 1.04 1.22 0.61  0.034
H -0.57 0.33 -2.47  0.058
H 1.11 -1.74 -1.30  -0.177

[5]
# C40H34FeN6OP2S3

A molecular structure, C40H34FeN6OP2S3 (wB97M-V/def2-TZVPD, the Open Molecules 2025 dataset).

Charge: -2
M: 828.7 g/mol
E: -138492.000 eV
HOMO energy (alpha / beta): -1.814 / -2.031 eV
Multiplicity: 5
HOMO-LUMO gap (alpha / beta): 0.2207 / 0.2285 Ha

Each line ends with the Mulliken spin population.
Geometry (Å):
Fe -0.02 -0.21 -0.40  3.735
S 0.91 -1.48 1.92  0.057
P -0.94 -0.74 2.12  -0.053
C -1.64 0.30 0.95  0.122
P -1.05 1.93 1.00  -0.038
S 0.83 2.52 1.23  0.018
C -1.84 2.79 -0.43  -0.002
C -1.45 4.09 -0.72  -0.004
C -2.01 4.77 -1.79  0.000
C -2.97 4.14 -2.58  -0.001
C -3.38 2.85 -2.27  0.002
C -2.83 2.18 -1.19  0.008
C -2.06 2.83 2.28  0.005
C -1.55 3.87 3.05  -0.001
C -2.35 4.53 3.97  0.001
C -3.68 4.17 4.12  0.000
C -4.21 3.14 3.35  0.002
C -3.40 2.48 2.43  0.005
C -2.07 -2.18 2.17  -0.013
C -2.82 -2.49 1.04  0.001
C -3.68 -3.58 1.05  0.000
C -3.80 -4.37 2.19  0.001
C -3.04 -4.07 3.32  0.002
C -2.17 -2.99 3.30  0.000
C -1.10 -0.04 3.82  0.000
C -0.01 0.60 4.40  0.003
C -0.17 1.33 5.56  -0.001
C -1.41 1.42 6.17  0.004
C -2.51 0.79 5.60  -0.001
C -2.36 0.07 4.42  0.007
H -0.67 4.55 -0.11  -0.001
H -1.70 5.78 -2.02  0.000
H -3.39 4.66 -3.43  0.000
H -4.13 2.36 -2.89  0.000
H -3.15 1.19 -0.93  -0.008
H -0.50 4.13 2.93  0.001
H -1.94 5.34 4.56  0.000
H -4.31 4.68 4.85  0.000
H -5.25 2.85 3.46  0.000
H -3.79 1.67 1.83  0.000
H -2.73 -1.86 0.17  0.006
H -4.25 -3.82 0.16  0.000
H -4.49 -5.20 2.21  0.000
H -3.13 -4.68 4.21  0.000
H -1.55 -2.77 4.16  0.001
H 0.95 0.52 3.91  -0.002
H 0.68 1.85 5.99  0.000
H -1.54 2.00 7.08  0.001
H -3.48 0.87 6.06  0.000
H -3.22 -0.39 3.95  -0.002
O 0.18 1.29 -1.88  0.035
N 1.29 1.90 -2.22  -0.002
C 1.19 3.02 -2.96  0.003
C 2.30 3.72 -3.35  0.001
C 3.56 3.26 -2.96  0.003
C 3.65 2.11 -2.21  0.001
C 2.51 1.39 -1.83  -0.005
S 2.52 -0.06 -0.95  0.047
H 0.18 3.31 -3.19  0.001
H 2.19 4.61 -3.95  0.000
H 4.45 3.81 -3.24  0.000
H 4.60 1.72 -1.88  -0.002
N 0.35 -2.18 -1.16  0.031
C 0.93 -3.16 -1.02  0.005
N 1.61 -4.29 -0.87  0.001
C 2.86 -4.12 -0.10  0.001
C 3.28 -5.46 0.48  0.000
C 2.23 -5.99 1.47  0.000
C 0.80 -5.63 1.01  -0.003
C 0.77 -5.45 -0.50  -0.001
H 2.71 -3.40 0.71  0.001
H 3.62 -3.72 -0.77  0.000
H 4.24 -5.34 0.98  0.000
H 3.43 -6.18 -0.34  0.000
H 2.41 -5.56 2.45  0.000
H 2.33 -7.08 1.56  0.000
H 0.49 -4.68 1.46  0.003
H 0.08 -6.39 1.31  0.000
H -0.24 -5.27 -0.87  0.001
H 1.16 -6.34 -1.02  0.000
N -1.67 -0.69 -1.81  0.028
C -2.32 -1.37 -2.48  -0.003
C -3.13 -2.23 -3.23  -0.002
C -4.23 -1.73 -3.94  -0.001
N -5.14 -1.32 -4.53  0.000
C -2.83 -3.60 -3.25  0.000
N -2.58 -4.73 -3.26  0.001